1.
Formula: C5H30O11S2
Source: the Open Molecules 2025 dataset
Level of theory: ωB97M-V/def2-TZVPD

Positions of all 48 atoms, in Å:
S1 -1.141 -1.109 3.610
S2 0.583 -0.249 3.722
O1 0.433 -1.397 -2.692
O2 3.753 -0.358 0.192
O3 -2.718 2.167 -1.365
O4 2.785 0.748 -2.072
O5 1.219 3.007 -1.669
O6 2.263 -2.702 -0.647
O7 -2.838 -0.385 -1.894
O8 -1.519 3.955 1.387
O9 -0.337 0.924 -1.729
O10 -1.663 -2.822 -1.840
O11 0.148 -3.624 0.544
C1 1.798 -0.578 2.462
C2 -2.319 -0.696 2.229
C3 1.701 0.333 1.267
C4 3.032 0.529 0.728
C5 -2.502 0.884 2.158
H1 3.780 0.632 -2.212
H2 -3.368 1.231 1.669
H3 3.001 -2.501 -0.072
H4 -1.993 -0.095 -2.192
H5 1.013 -0.002 0.465
H6 -0.141 1.626 -2.262
H7 3.342 1.650 0.558
H8 -2.127 -1.357 1.477
H9 1.016 3.303 -0.735
H10 -2.225 -2.118 -1.608
H11 -0.286 -1.965 -2.246
H12 1.081 1.127 1.560
H13 0.651 -1.838 -3.488
H14 -1.565 2.994 1.131
H15 1.950 2.355 -1.623
H16 2.393 -0.083 -2.431
H17 0.988 -3.369 0.198
H18 -1.649 1.392 1.744
H19 0.178 0.148 -2.030
H20 -2.686 3.126 -1.477
H21 -3.234 -1.249 2.432
H22 2.063 -1.641 2.307
H23 -2.708 1.320 3.186
H24 -1.145 -3.050 -1.036
H25 -1.874 1.763 -1.284
H26 -0.534 4.075 1.623
H27 -3.343 0.294 -1.460
H28 1.787 -1.790 -0.788
H29 0.106 -4.350 1.216
H30 2.852 -0.254 2.986

The structure (SMILES) is CCSSCCC=O.O.O.O.O.O.O.O.O.O.O. Its spin multiplicity is 1. The total energy is -1832.419954 hartree. Its LUMO energy is -0.1 eV. Its charge is 0.

2.
Formula: C24H30ClF3N2O5
Source: the Open Molecules 2025 dataset
Level of theory: ωB97M-V/def2-TZVPD

Positions of all 65 atoms, in Å:
Cl1 -4.998 0.774 -1.794
F1 3.666 2.413 -4.357
F2 2.074 4.009 -2.411
F3 4.092 3.611 -1.142
O1 -0.279 -0.028 -4.593
O2 -0.154 -4.331 3.715
O3 0.148 -2.195 3.256
O4 3.135 -0.161 0.704
O5 -0.608 -2.005 -3.605
N1 1.173 0.552 -0.469
N2 -0.016 -0.181 -2.224
C1 -0.332 -0.738 -3.590
C2 -0.796 3.582 1.560
C3 -0.196 0.582 -0.021
C4 -1.460 4.895 1.612
C5 3.233 3.301 -2.165
C6 0.813 -6.451 3.009
C7 -3.750 3.703 1.340
C8 -2.934 4.919 1.480
C9 -3.053 2.383 1.292
C10 3.744 0.745 -2.468
C11 2.350 -1.014 1.583
C12 0.048 -3.330 2.846
C13 2.298 0.948 0.399
C14 -1.571 2.326 1.394
C15 -3.220 0.741 -2.310
C16 2.480 -0.162 -2.713
C17 -0.769 0.977 1.374
C18 0.229 -3.653 1.385
C19 1.269 0.103 -1.766
C20 -2.715 2.237 -2.466
C21 -0.451 -5.683 3.335
C22 3.521 2.219 -2.977
C23 -2.465 -0.082 -1.190
C24 -0.920 0.102 -1.191
H1 -1.492 0.153 1.666
H2 1.782 -0.440 2.364
H3 -1.181 -5.707 2.523
H4 0.581 -7.489 2.765
H5 -0.936 -6.141 4.199
H6 -2.663 -1.196 -1.273
H7 -2.892 0.226 -0.199
H8 1.850 1.446 1.309
H9 1.499 -6.432 3.859
H10 -0.842 5.816 1.723
H11 1.634 -1.632 0.985
H12 0.315 3.504 1.666
H13 -4.865 3.715 1.244
H14 -2.332 2.401 -3.515
H15 1.294 -3.688 1.157
H16 -0.242 -2.865 0.795
H17 4.563 0.333 -3.139
H18 4.166 0.705 -1.428
H19 1.347 -6.010 2.165
H20 -3.141 0.162 -3.274
H21 0.006 1.023 2.184
H22 -1.939 2.510 -1.686
H23 -3.461 5.907 1.483
H24 3.081 -1.711 2.089
H25 2.693 -1.266 -2.683
H26 -3.593 2.915 -2.245
H27 2.969 1.732 -0.066
H28 -0.237 -4.586 1.077
H29 -3.674 1.451 1.194
H30 2.130 0.053 -3.772

Its spin multiplicity is 1. The total energy is -2177.819662 hartree. Its LUMO energy is -0.5 eV. Its charge is 0.

3.
Formula: C5H7NO
Source: the Open Molecules 2025 dataset
Level of theory: ωB97M-V/def2-TZVPD

Positions of all 14 atoms, in Å:
O1 0.212 -1.552 0.851
N1 0.002 -1.552 -2.461
C1 1.662 0.672 -0.373
C2 -1.634 -0.114 1.248
C3 -0.376 -0.542 0.546
C4 0.191 0.302 -0.629
C5 0.079 -0.656 -1.734
H1 1.734 1.506 0.332
H2 -2.425 0.195 0.557
H3 -1.405 0.735 1.901
H4 -1.975 -0.954 1.855
H5 -0.404 1.199 -0.840
H6 2.174 -0.197 0.047
H7 2.166 0.960 -1.300

The structure (SMILES) is CC(=O)[C@@H](C)C#N. Its spin multiplicity is 1. The total energy is -324.698101 hartree. Its LUMO energy is 0.6 eV. Its charge is 0.

4.
Formula: FO4P
Source: the Open Molecules 2025 dataset
Level of theory: ωB97M-V/def2-TZVPD

Positions of all 6 atoms, in Å:
P1 -0.758 0.083 -0.060
F1 2.547 -0.661 0.016
O1 -1.021 1.428 -0.696
O2 -1.041 -0.031 1.465
O3 -1.231 -1.171 -0.789
O4 1.504 0.352 0.065

Its spin multiplicity is 1. The total energy is -742.119682 hartree. Its LUMO energy is 7.7 eV. Its charge is -2.

5.
Formula: C4H5OTl
Source: the Open Molecules 2025 dataset
Level of theory: ωB97M-V/def2-TZVPD

Positions of all 11 atoms, in Å:
Tl1 -0.954 -0.832 -2.369
O1 -1.828 0.110 -0.609
C1 -0.466 -0.757 1.209
C2 0.472 -1.628 0.400
C3 -1.523 0.077 0.571
C4 0.809 -1.484 -0.895
H1 -1.016 -1.362 1.958
H2 0.382 -2.708 0.804
H3 0.095 -0.048 1.850
H4 1.692 -2.098 -1.148
H5 -2.108 0.694 1.285

Its spin multiplicity is 1. The total energy is -403.003397 hartree. Its LUMO energy (spin up / spin down) is 0.2 / 0.2 eV. Its charge is 0.

6.
Formula: C2H3Br2FSi
Source: the Open Molecules 2025 dataset
Level of theory: ωB97M-V/def2-TZVPD

Positions of all 9 atoms, in Å:
Br1 3.894 1.922 0.100
Br2 3.376 -2.020 0.454
Si1 2.454 -0.328 -0.640
F1 2.974 -0.452 -2.151
C1 0.628 -0.037 -0.636
C2 -0.287 -0.581 0.226
H1 -1.399 -0.229 0.136
H2 -0.050 -1.254 1.004
H3 0.137 0.501 -1.524

The structure (SMILES) is C=C[Si](F)(Br)Br. Its spin multiplicity is 1. The total energy is -5615.484402 hartree. Its LUMO energy is -0.9 eV. Its charge is 0.

Look up the charge of the fourth one. -2